1.
117
Properties=species:S:1:pos:R:3 method="wB97M-V/def2-TZVPD" spin_multiplicity=1 gap_ha=0.1965 fmax_ev_per_a=0.75 e_tot_ha=-2875.81472 total_charge=+2
Hf -0.5193 0.3346 0.3161
C -3.6370 0.2704 -1.0621
N -2.2387 -0.0266 -1.3425
C -1.9054 -1.4756 -1.3911
C -0.3953 -1.5259 -1.1576
C 1.6967 -3.2527 -2.0598
C 2.8649 -3.1221 -1.1932
C 3.1275 -2.0652 -0.4463
C 2.2265 -0.8785 -0.3839
N 1.1339 -1.0101 0.5645
C -1.7996 0.6779 -2.5535
C -1.5479 2.1202 -2.2053
C -1.7713 3.1585 -3.0932
C -1.5372 4.4590 -2.6772
C -1.0888 4.6825 -1.3834
C -0.8638 3.5938 -0.5646
N -1.0917 2.3333 -0.9609
C -3.9169 0.1699 0.4047
C -5.1706 -0.2009 0.8622
C -5.4430 -0.1353 2.2163
C -4.4460 0.3136 3.0663
C -3.2113 0.6274 2.5344
N -2.9200 0.5495 1.2248
H -4.3132 -0.3609 -1.6479
H -3.8321 1.3063 -1.3561
H -2.2164 -1.8923 -2.3563
H -2.5087 -1.9764 -0.6248
H 1.5700 -4.2795 -2.3896
H 3.5203 -3.9836 -1.1622
H 3.9897 -2.0464 0.2064
H 2.7932 -0.0745 0.0885
H -2.5482 0.5952 -3.3488
H -0.8721 0.2202 -2.9069
H -2.1369 2.9457 -4.0884
H -1.7153 5.2883 -3.3485
H -0.9112 5.6812 -1.0110
H -0.4889 3.7229 0.4441
H -5.9201 -0.5252 0.1538
H -6.4138 -0.4166 2.6003
H -4.6091 0.4117 4.1295
H -2.4223 0.9690 3.1846
C -1.8619 -6.4034 4.2997
C -0.6590 -6.3514 3.6101
C -0.2951 -5.1965 2.9343
C -1.1337 -4.0839 2.9391
C -2.3412 -4.1460 3.6311
C -2.7026 -5.2996 4.3093
C -0.7392 -2.8571 2.2021
C -0.6115 -1.6170 2.9269
C -0.6531 -1.5074 4.3834
C -0.4786 -0.2109 4.7016
C -0.2450 0.5074 3.4517
N -0.4545 -0.3951 2.4098
C 0.2893 1.7548 3.3318
C 0.9926 2.2914 2.1662
C 1.8885 3.3938 2.2431
C 2.5292 3.4621 1.0352
C 2.0030 2.4286 0.2016
C 2.3739 2.1819 -1.1325
C 3.1276 3.2596 -1.8059
C 4.2823 2.9489 -2.5313
C 5.0042 3.9495 -3.1572
C 4.5635 5.2645 -3.0991
C 3.4053 5.5828 -2.4014
C 2.6976 4.5898 -1.7480
C 2.1001 1.0718 -1.9978
N 1.9190 -0.2938 -1.7384
C 1.5582 -0.9074 -2.9137
C 1.1347 -2.3351 -3.0844
C 0.9298 -2.7984 -4.4920
C -0.3121 -2.6581 -5.1004
C -0.4997 -3.0662 -6.4124
C 0.5575 -3.6161 -7.1226
C 1.7991 -3.7601 -6.5197
C 1.9854 -3.3524 -5.2072
C 0.2168 -2.6827 -1.9090
C -0.4990 -3.8936 -1.4240
C -0.8409 -3.9752 -0.1071
C -0.5229 -2.9102 0.8455
N -0.0205 -1.7804 0.2066
C 1.5312 0.0429 -3.9293
C 1.9014 1.2565 -3.3768
N 1.0557 1.7324 0.9391
C 0.3777 2.5985 4.5601
C -0.5653 3.5928 4.7883
C -0.4792 4.3853 5.9246
C 0.5500 4.1886 6.8322
C 1.4957 3.1973 6.6056
C 1.4123 2.4045 5.4716
H -2.1429 -7.3025 4.8308
H 0.0001 -7.2090 3.6044
H 0.6504 -5.1493 2.4073
H -3.0046 -3.2880 3.6300
H -3.6435 -5.3403 4.8416
H -0.7615 -2.3464 5.0501
H -0.4052 0.2295 5.6823
H 2.0625 4.0006 3.1144
H 3.3335 4.1252 0.7666
H 4.6229 1.9230 -2.5786
H 5.9108 3.7050 -3.6932
H 5.1219 6.0422 -3.6021
H 3.0568 6.6061 -2.3695
H 1.7898 4.8331 -1.2130
H -1.1375 -2.2357 -4.5369
H -1.4704 -2.9636 -6.8789
H 0.4121 -3.9387 -8.1445
H 2.6218 -4.1940 -7.0716
H 2.9544 -3.4648 -4.7351
H -0.6552 -4.7574 -2.0620
H -1.3137 -4.8725 0.2663
H 1.2726 -0.1653 -4.9537
H 1.9722 2.2066 -3.8781
H -1.3709 3.7493 4.0796
H -1.2177 5.1552 6.1018
H 0.6159 4.8068 7.7169
H 2.2985 3.0425 7.3137
H 2.1498 1.6320 5.2894



2.
44
Properties=species:S:1:pos:R:3 method="wB97M-V/def2-TZVPD" spin_multiplicity=1 gap_ha=0.1934 fmax_ev_per_a=3.34 e_tot_ha=-3780.66917 total_charge=-1
C -3.1986 4.5248 -3.8561
C -2.1440 4.0333 -2.6565
O -1.3202 2.9518 -3.2173
B -1.2843 1.7597 -2.3484
O -1.2599 0.4254 -3.0452
Ga -1.2140 1.7276 -0.2778
O -1.5666 3.4009 0.5580
Cl -2.7673 0.2412 0.5542
H -3.7685 3.5598 -4.2584
H -3.9822 5.3046 -3.4054
H -2.6052 5.0978 -4.6866
H -1.4643 4.9833 -2.4490
H -2.8211 3.7278 -1.7523
H -1.7299 0.5205 -3.9288
H 0.2251 1.1462 0.1712
H -1.1460 4.1104 -0.0170
C 5.9167 0.7067 0.0991
C 6.0467 0.3807 -1.1884
C 4.9303 0.5802 -2.1535
O 5.0858 0.2889 -3.3341
C 3.6635 1.1238 -1.6392
C 3.5326 1.4464 -0.3510
C 4.6579 1.2727 0.6080
O 4.5132 1.5955 1.7823
O 2.3440 1.9552 0.1396
O 7.2260 -0.1542 -1.6735
H 6.7207 0.5691 0.8110
H 2.8545 1.2470 -2.3477
H 2.5017 2.1098 1.0965
H 7.0702 -0.3031 -2.6315
C -1.2573 -4.7929 2.7069
C -1.7066 -3.6096 2.2844
C -2.9793 -3.0354 2.8025
O -3.3571 -1.9373 2.4096
C -3.7455 -3.8267 3.7779
C -3.2977 -5.0115 4.1977
C -2.0117 -5.5726 3.7003
O -1.6170 -6.6559 4.1186
O -4.0142 -5.7616 5.1122
O -1.0043 -2.8721 1.3489
H -0.3328 -5.2210 2.3404
H -4.6776 -3.4058 4.1328
H -3.4825 -6.5746 5.2563
H -1.5330 -2.0565 1.2094



3.
24
Properties=species:S:1:pos:R:3 method="wB97M-V/def2-TZVPD" spin_multiplicity=1 gap_ha=0.3362 fmax_ev_per_a=0.99 e_tot_ha=-1192.24987 total_charge=0
C -1.7387 2.6900 -0.1927
C -0.5402 2.4472 -1.1204
C 0.4735 1.5382 -0.4065
C 1.3124 0.6708 -1.3824
P 1.1141 -1.0884 -1.1888
F 0.7199 -1.7399 -2.5276
N 0.0256 -1.5017 -0.0704
C -1.1677 -1.5176 -0.4018
O -2.2546 -1.4712 -0.7460
H -2.3819 3.4877 -0.5523
H -1.3518 2.9221 0.7987
H -2.3385 1.7838 -0.0974
H -0.8710 1.9925 -2.0553
H -0.1173 3.4265 -1.3415
H 1.1620 2.1604 0.1588
H -0.0732 0.9417 0.3194
H 1.1661 0.9706 -2.4203
H 2.3700 0.8553 -1.1780
H 2.3076 -1.6842 -0.8047
B 0.4405 -3.3884 3.0615
F 0.1619 -3.9936 4.2804
F 1.1293 -2.1671 3.2545
F 1.2278 -4.2320 2.2498
F -0.7758 -3.1026 2.3629



4.
49
Properties=species:S:1:pos:R:3 method="wB97M-V/def2-TZVPD" spin_multiplicity=1 gap_ha=0.2791 fmax_ev_per_a=1.17 e_tot_ha=-4577.37765 total_charge=0
Pt -0.4014 -0.1077 -0.2689
I -1.8606 -0.7395 -2.7841
C 0.1507 -1.0077 -3.3836
C 0.3157 -1.7270 -4.5339
C 1.5872 -1.8520 -5.1154
C 2.6445 -1.1927 -4.5640
C 2.4943 -0.4330 -3.3794
C 3.5914 0.2878 -2.8596
C 3.4470 1.0285 -1.7238
C 2.2384 1.0046 -1.0109
C 1.1470 0.2851 -1.4399
C 1.2312 -0.3777 -2.7073
H -0.5416 -2.1746 -5.0181
H 1.7040 -2.4379 -6.0175
H 3.6242 -1.2330 -5.0243
H 4.5366 0.2440 -3.3866
H 4.2773 1.6040 -1.3337
H 2.1858 1.5388 -0.0743
Br 1.9733 -0.2720 2.2480
C 0.8343 1.1093 2.8981
C 0.9981 1.3714 4.2304
C 0.3565 2.4643 4.8364
C -0.3908 3.3021 4.0675
C -0.5792 3.0523 2.6871
C -1.3308 3.9777 1.9268
C -1.5361 3.7753 0.5979
C -1.0641 2.5938 -0.0043
C -0.3546 1.6387 0.6942
C -0.0158 1.8916 2.0636
H 1.6586 0.7439 4.8120
H 0.4972 2.6485 5.8931
H -0.8564 4.1824 4.4938
H -1.7270 4.8516 2.4297
H -2.0927 4.4901 0.0051
H -1.2983 2.4224 -1.0472
C -3.6903 -2.6399 2.2179
S -3.3402 -2.0008 0.6171
O -4.3970 -2.3216 -0.2768
O -2.0939 -2.9218 0.1064
O -2.8603 -0.6488 0.7274
H -3.8361 -3.7136 2.1311
H -4.6103 -2.1560 2.5410
H -2.8588 -2.3893 2.8696
C 0.2497 -3.1890 -0.2434
C -0.8312 -2.6957 0.6686
O -0.7102 -2.2820 1.7828
H 0.3781 -4.2582 -0.0525
H 1.1787 -2.6765 -0.0065
H -0.0219 -3.0605 -1.2897



5.
99
Properties=species:S:1:pos:R:3 method="wB97M-V/def2-TZVPD" spin_multiplicity=1 gap_ha=0.2283 fmax_ev_per_a=0.98 e_tot_ha=-13549.77177 total_charge=-1
V 0.1390 0.7812 -0.6979
Cl 5.5496 -2.5399 -3.8036
C 4.0248 -1.9945 -3.1745
C 3.1246 -1.3593 -4.0168
C 1.9104 -0.9238 -3.5186
C 1.6060 -1.1093 -2.1770
O 0.4148 -0.6699 -1.6986
C 2.5163 -1.7364 -1.3185
C 2.3143 -1.8301 0.1287
N 1.3154 -1.3296 0.7418
C 1.3164 -1.3325 2.1464
C 2.3625 -0.8874 2.8567
C 2.3236 -0.7782 4.3138
C 1.2318 -1.0628 5.0243
C -0.0185 -1.5031 4.3660
C -1.9969 -2.2558 5.0108
C -3.2130 -2.5815 4.2187
C -3.1294 -2.7779 2.9079
N -1.1913 -1.3153 2.1098
C 0.0359 -1.7175 2.8257
C 3.7338 -2.1768 -1.8397
H 3.3842 -1.1937 -5.0533
H 1.1873 -0.4235 -4.1510
H 3.1101 -2.3401 0.6816
H 3.2517 -0.5428 2.3392
H 3.2185 -0.4202 4.8080
H 1.2191 -0.9306 6.1020
H -2.1711 -2.4430 6.0700
H -4.1695 -2.6514 4.7250
H -4.0124 -3.0177 2.3269
H 4.4677 -2.6214 -1.1808
C -5.3747 -1.4349 -0.0967
C -4.9189 -0.0588 -0.5640
C -6.0804 0.8015 -1.0144
O -3.9750 -0.2337 -1.6322
C -2.6662 0.1584 -1.2182
C -2.8738 0.2136 0.3225
O -4.2175 0.6280 0.4473
C -1.9383 0.8782 1.3765
O -0.6104 0.9118 0.9044
C -2.3352 2.2684 1.8517
C -1.4016 3.2982 1.8064
C -1.7330 4.5721 2.2496
C -2.9963 4.8292 2.7582
C -3.9223 3.7972 2.8365
C -3.5944 2.5258 2.3923
C -1.7996 -0.1110 2.5399
C -1.8966 0.1542 3.8385
C -1.3482 -0.8233 4.8268
C -0.6713 -2.9077 4.5254
C -0.5688 -3.1465 2.9996
C -1.8116 -2.6710 2.2117
C -2.1869 1.3185 -2.1329
O -0.9403 1.8250 -1.6521
C -3.2082 2.4479 -2.1868
C -3.2000 3.4410 -1.2166
C -4.1453 4.4562 -1.2366
C -5.0992 4.5012 -2.2437
C -5.0977 3.5258 -3.2309
C -4.1587 2.5051 -3.2014
C -1.8931 0.7768 -3.5391
C -2.2431 -0.4881 -3.9911
C -1.8825 -0.9031 -5.2696
C -1.1747 -0.0603 -6.1087
C -0.8262 1.2104 -5.6646
C -1.1832 1.6215 -4.3927
H -5.9405 -1.9195 -0.8930
H -6.0118 -1.3347 0.7824
H -4.5219 -2.0678 0.1464
H -6.4143 0.4735 -1.9985
H -5.7702 1.8429 -1.0701
H -6.9096 0.7084 -0.3119
H -1.9876 -0.6807 -1.4063
H -2.8167 -0.8534 0.5674
H -0.4134 3.1032 1.4129
H -0.9950 5.3623 2.1950
H -3.2557 5.8232 3.1009
H -4.9084 3.9816 3.2449
H -4.3225 1.7319 2.4617
H -2.2573 1.1147 4.1832
H -1.2262 -0.3413 5.7973
H -0.2439 -3.6788 5.1633
H -0.0758 -4.0554 2.6639
H -1.8719 -3.1142 1.2134
H -2.4440 3.4284 -0.4474
H -4.1257 5.2147 -0.4641
H -5.8330 5.2974 -2.2654
H -5.8306 3.5570 -4.0278
H -4.1707 1.7424 -3.9692
H -2.8069 -1.1627 -3.3629
H -2.1550 -1.8970 -5.6019
H -0.8897 -0.3897 -7.1000
H -0.2662 1.8778 -6.3073
H -0.8932 2.6025 -4.0381
Se 5.7229 1.5246 -2.7019
Sb 5.6136 1.6278 -0.3469
Se 2.0092 1.7835 -0.6213
Se 5.4174 3.6964 0.7653
Se 5.7374 -0.3846 0.9101



6.
37
Properties=species:S:1:pos:R:3 method="wB97M-V/def2-TZVPD" spin_multiplicity=1 gap_ha=0.3322 fmax_ev_per_a=2.88 e_tot_ha=-823.47954 total_charge=-1
C -1.7990 -1.0963 1.3384
N -1.9097 -1.5761 -0.0853
C -2.7391 -0.6408 -0.9176
C -2.0375 -0.3010 -2.2293
C -1.3256 1.0959 -2.3584
O -0.0015 1.1433 -1.9928
H -2.7802 -0.7234 1.6477
H -1.2935 -0.1167 1.2957
H -1.3328 -1.8731 1.9470
H -0.9615 -1.6611 -0.4215
H -2.9526 0.2289 -0.2907
H -3.5842 -1.3206 -1.0863
H -1.2494 -1.1202 -2.3623
H -2.5693 -0.6149 -3.1433
H -1.4544 1.3918 -3.4190
H -1.9499 1.7330 -1.6925
H -0.5920 -0.9768 3.4762
H -0.8074 0.4828 3.8321
O -1.2401 -0.3808 3.8575
H 2.8909 0.1414 0.7509
H 4.1573 0.8311 0.3266
O 3.7799 -0.0637 0.3632
H 0.4413 -0.8248 -2.9003
H 0.9849 -1.6577 -1.7146
O 0.7467 -1.6951 -2.6469
H -0.4790 2.9172 0.4860
H -0.1843 1.6064 1.0745
O -0.8901 2.3278 1.1287
H 2.9138 -1.5895 -0.1197
H 2.9846 -2.0029 -1.6683
O 2.7835 -2.2897 -0.7741
H 0.1744 0.6552 -1.1634
H 0.4674 0.0292 0.8753
O 1.1437 0.6729 0.6218
H 1.5330 1.7532 1.8424
H 0.9911 2.8683 2.5691
O 1.7813 2.3168 2.6478



7.
116
Properties=species:S:1:pos:R:3 method="wB97M-V/def2-TZVPD" spin_multiplicity=1 gap_ha=0.2437 fmax_ev_per_a=2.63 e_tot_ha=-2995.58003 total_charge=+1
C 4.0818 2.9490 2.3350
C 3.2561 2.6621 1.0624
N 1.8688 3.1708 1.1535
C 1.6387 4.3004 0.5107
C 0.3910 4.8921 0.5359
C -0.6101 4.3011 1.2674
C -1.9651 4.9482 1.2988
C -0.3329 3.0906 1.9511
C -1.4818 2.4955 2.7517
C -2.5540 1.8011 1.8369
C -2.1158 1.5193 0.3963
O -3.7752 2.5209 1.7521
C 0.9161 2.5118 1.8759
P 1.1646 0.9229 2.7976
O 1.0473 1.2911 4.3601
O 2.6353 0.2869 2.6573
S -0.1175 -0.4395 2.3456
H 4.0844 2.1097 3.0312
H 3.6854 3.8274 2.8554
H 5.1230 3.1482 2.0714
H 3.3069 1.6169 0.7660
H 3.7588 3.2106 0.2639
H 2.4473 4.7468 -0.0535
H 0.2342 5.8168 -0.0073
H -2.3233 5.1198 2.3158
H -1.8642 5.9177 0.7984
H -2.6953 4.3774 0.7203
H -1.9887 3.3453 3.2215
H -1.1180 1.8652 3.5584
H -2.7949 0.8346 2.2991
H -2.2723 2.3863 -0.2574
H -2.7700 0.7243 -0.0011
H -1.0934 1.1546 0.2931
H -3.9456 2.9956 2.5762
H 1.8213 0.9008 4.8041
H 2.7157 -0.1594 1.8013
C -6.3517 0.7127 -1.4252
C -5.4343 -0.3791 -1.9171
O -4.2543 -0.3812 -1.6441
C -6.0487 -1.4674 -2.7619
H -5.7807 1.4252 -0.8318
H -6.7970 1.2358 -2.2731
H -7.1384 0.2859 -0.8014
H -6.4811 -1.0372 -3.6668
H -6.8223 -1.9874 -2.1951
H -5.2806 -2.1846 -3.0457
C 0.0921 3.0431 -3.6930
C 1.2198 4.0317 -3.5259
O 1.0448 5.0983 -2.9718
C 2.5642 3.6353 -4.0762
H -0.8168 3.4522 -3.2545
H -0.0830 2.8532 -4.7524
H 0.3373 2.1070 -3.1877
H 2.4945 3.4697 -5.1507
H 2.9156 2.7280 -3.5895
H 3.2797 4.4350 -3.8900
C 4.8472 -1.0361 -4.5447
C 5.0875 0.4524 -4.5140
O 4.2110 1.2405 -4.7956
C 6.4667 0.9183 -4.1186
H 3.8193 -1.2302 -4.8444
H 5.5184 -1.5075 -5.2638
H 5.0123 -1.4622 -3.5536
H 7.2069 0.5302 -4.8194
H 6.7016 0.5764 -3.1091
H 6.5007 2.0060 -4.1391
C 2.3121 -4.3961 2.5788
C 3.2354 -3.5168 3.3842
O 4.4341 -3.5290 3.2125
C 2.5992 -2.6177 4.4145
H 2.8974 -4.9880 1.8779
H 1.7670 -5.0710 3.2405
H 1.6050 -3.7814 2.0181
H 2.0652 -3.2146 5.1555
H 1.9112 -1.9291 3.9219
H 3.3747 -2.0423 4.9195
C -2.2694 -2.9215 -2.2897
C -2.1810 -4.4178 -2.4635
O -2.6867 -5.1752 -1.6662
C -1.4386 -4.9215 -3.6726
H -2.8296 -2.6944 -1.3858
H -1.2672 -2.4971 -2.1983
H -2.7852 -2.4783 -3.1423
H -0.4004 -4.5823 -3.6432
H -1.9252 -4.5590 -4.5773
H -1.4516 -6.0101 -3.6773
C -2.8558 4.2463 6.3118
C -4.0408 4.2738 5.3805
O -4.2830 3.3428 4.6399
C -4.9115 5.5024 5.4083
H -2.3197 3.3066 6.1884
H -2.1803 5.0721 6.0803
H -3.1923 4.3257 7.3461
H -4.3248 6.3822 5.1381
H -5.3364 5.6355 6.4040
H -5.7232 5.3871 4.6928
C -3.5278 -2.2221 -7.3794
C -3.9173 -3.5711 -6.8277
O -3.5561 -3.9324 -5.7294
C -4.7749 -4.4503 -7.7012
H -2.9138 -1.6969 -6.6498
H -2.9540 -2.3467 -8.2988
H -4.4214 -1.6292 -7.5804
H -4.2543 -4.6702 -8.6345
H -5.7219 -3.9527 -7.9159
H -4.9784 -5.3852 -7.1833
C 6.2465 -5.5313 5.0957
C 5.8579 -6.8835 5.6407
O 6.1946 -7.2426 6.7445
C 5.0265 -7.7708 4.7439
H 6.8391 -5.0008 5.8388
H 6.8424 -5.6507 4.1897
H 5.3552 -4.9472 4.8745
H 5.5707 -7.9857 3.8229
H 4.0802 -7.2809 4.5070
H 4.8185 -8.7080 5.2562